C28H39Cl3N2O3PPt as an isolated structure at a distorted geometry. Source: the OMol25 dataset; level of theory: ωB97M-V with the def2-TZVPD basis set.

```
77
Properties=species:S:1:pos:R:3:forces:R:3
Pt -1.23889 -0.69729 -0.44278 1.8353 1.2788 2.7835
Cl -4.14009 -3.79272 -3.38741 0.0999 0.0103 0.0576
Cl -3.53694 0.83954 -0.63688 -0.6975 0.2136 -0.1366
Cl -8.12141 -0.33052 -3.04411 -0.0530 -0.0055 0.0158
P -3.12418 -2.74186 1.65207 0.1548 -0.1518 0.0158
O -2.36307 -1.47909 1.22854 -0.0614 -0.2728 -0.8799
O 0.05411 -2.48625 -1.60611 0.1890 -0.4542 -0.4381
O -2.73769 -1.68954 -1.91028 0.1344 0.5200 0.0270
N 0.31018 -0.47455 0.90177 -1.0356 -0.2824 -0.5271
N -0.09972 0.89897 -1.21294 -1.0883 -1.0968 -0.8708
C -4.89803 -2.48017 1.58825 0.0883 -0.0071 0.0800
C 3.09119 0.26372 5.01868 -0.1647 -0.0643 -0.0197
C -5.81098 0.13484 -1.82553 -0.2393 -0.0626 -0.1859
C 3.55872 4.40547 -1.77943 -0.0892 0.0122 0.0510
C -6.58486 -0.76725 -2.64449 0.1687 0.0553 0.0958
C -0.42968 1.56038 -2.33189 0.1716 0.1335 -0.0677
C 1.79360 2.29969 -0.97004 0.0187 0.1105 -0.0477
C -4.53612 -0.17310 -1.54764 0.2130 0.3513 0.1686
C -2.71854 -3.15923 3.34160 -0.0606 0.0009 -0.0934
C -6.07719 -2.00940 -3.11931 -0.1065 0.0120 -0.0589
C 4.58582 1.08255 3.19839 -0.1158 -0.0088 -0.0099
C -3.90894 -1.42790 -2.06674 -0.1409 -0.1095 -0.1188
C 1.47731 5.41864 -2.72169 -0.0937 -0.0409 0.0639
C 2.45547 -0.16679 2.65052 -0.0005 -0.0173 0.0247
C 1.47682 -1.14535 2.85259 0.0162 0.0708 -0.0798
C 2.81544 3.76714 -4.06972 -0.0903 -0.0181 0.0261
C 0.43116 -1.27245 1.96884 0.1103 -0.0675 0.1279
C 2.33293 4.14358 -2.65555 0.1736 0.0153 -0.1394
C -2.69418 -4.13802 0.60948 -0.0603 0.1565 0.0628
C -4.79995 -2.35464 -2.84526 -0.0644 -0.1461 -0.0757
C 3.62206 -0.03443 3.60731 0.3257 0.0668 0.0829
C 0.32508 2.60381 -2.81250 -0.0348 -0.0330 0.0593
C 4.40012 -1.36333 3.61522 -0.1449 -0.0672 -0.0069
C 1.45890 -2.56425 -1.92568 -0.1105 -0.1002 0.0236
C 0.99399 1.26154 -0.53275 0.1065 0.1412 -0.0328
C 1.23053 0.47513 0.67397 0.1516 -0.0118 0.0787
C 2.29978 0.64613 1.52846 0.0914 -0.0359 0.1270
C 1.48140 3.00292 -2.13208 0.0290 0.0439 0.0580
H 4.78231 -1.60639 2.62194 0.0146 0.0129 0.0176
H 3.02684 1.41669 1.32495 -0.0196 0.0068 -0.0423
H 4.09856 2.06061 3.21320 0.0404 0.0035 -0.0543
H 5.24660 -1.28290 4.29650 -0.0056 0.0144 -0.0127
H 1.70161 -1.96703 -2.80403 -0.0054 0.0477 0.0150
H -1.60553 -4.19146 0.55285 0.0001 -0.0592 -0.0384
H 1.74895 -3.59908 -2.09656 0.0416 -0.0133 -0.0076
H -0.45606 -2.72552 -2.38763 0.1951 -0.1658 -0.0351
H 3.40550 2.84884 -4.05563 0.0089 0.0218 -0.0039
H 2.00226 -2.18665 -1.06281 -0.0150 0.0338 0.0152
H -5.16002 -1.74117 2.34713 -0.0627 0.0103 -0.0421
H 0.61598 5.30024 -3.38097 0.0299 0.0190 -0.0249
H 0.01025 3.09920 -3.72019 0.0172 0.0056 0.0123
H 2.08133 6.24041 -3.10504 -0.0046 -0.0162 -0.0169
H 1.98128 3.63154 -4.75977 0.0301 0.0107 -0.0208
H -5.20116 -2.10560 0.60923 0.0004 -0.0334 -0.0040
H 3.44239 4.56864 -4.45919 -0.0089 -0.0092 -0.0083
H 3.92956 0.36048 5.70762 0.0009 0.0020 -0.0154
H 3.27683 4.71751 -0.77063 0.0365 -0.0405 0.0047
H 5.40702 1.12382 3.91209 -0.0048 -0.0109 0.0039
H 1.52609 -1.81298 3.70136 0.0000 -0.0066 -0.0233
H -1.69318 -3.52601 3.39650 -0.0076 -0.0038 0.0389
H -3.09073 -3.98606 -0.39539 0.0353 -0.0616 -0.0106
H 1.11067 5.70301 -1.73333 0.0278 0.0000 -0.0020
H -3.39077 -3.93811 3.70596 0.0318 0.0025 0.0167
H 4.21566 3.53416 -1.72597 -0.0045 0.0194 0.0279
H 2.51935 1.19325 5.04373 0.0385 0.0087 -0.0080
H -6.26152 1.05083 -1.46458 -0.0473 -0.0258 -0.0441
H 2.45048 -0.53785 5.39050 0.0224 0.0009 0.0126
H -6.70910 -2.66138 -3.70920 -0.0493 0.0558 0.0050
H -5.42822 -3.40984 1.80115 -0.0097 0.0233 -0.0063
H 5.02322 0.89893 2.21417 -0.0046 0.0561 0.0039
H 4.13858 5.21942 -2.21205 -0.0058 -0.0077 -0.0144
H -2.82495 -2.27133 3.96518 0.0032 -0.0090 0.0228
H 2.66877 2.57089 -0.40002 -0.0125 -0.0135 0.0114
H -3.08536 -5.07190 1.01433 -0.0083 0.0108 -0.0071
H -0.33782 -2.01389 2.10326 0.0416 0.0458 -0.0246
H 3.78020 -2.19353 3.95793 0.0296 -0.0077 0.0011
H -1.32005 1.23433 -2.85146 0.0041 -0.0664 0.0173
```
Positions in Å, forces in eV/Å.

The HOMO-LUMO gap (spin up / spin down) is 4.01 / 4.01 eV. The value obtained for the HOMO energy (spin up / spin down) is -16.55 / -16.55 eV. Its total energy is -3265.88279 hartree. The relative energy (zero: lowest compared OMol25 entry of this formula, charge and spin) is 146.8 kJ/mol. Its total charge is +3. Its multiplicity is 1. The molar mass comes out at 784.04 Da.

***

C3H3GdLiO4 as an isolated structure at a distorted geometry. Source: the OMol25 dataset; level of theory: ωB97M-V with the def2-TZVPD basis set.

```
12
Properties=species:S:1:pos:R:3:forces:R:3
Gd -2.64172 0.94070 -3.70337 1.4077 -0.6571 1.9929
O -0.14760 -0.38348 -0.26156 -0.8300 -1.5776 -3.1577
O -0.60904 -0.31023 -2.44250 -0.6002 0.0112 -1.6916
O -1.87179 0.88258 -1.06828 -0.7774 0.6385 -0.8970
O 1.77312 -1.24822 1.41866 -0.3721 0.3017 -0.2906
C -0.94095 0.12074 -1.33603 0.5358 -0.3916 1.5437
C 1.02646 -0.24821 1.76265 -1.0637 0.8016 3.7154
C 0.15126 0.36884 0.76748 -0.9064 3.8856 -1.8124
Li 1.87790 -1.83010 -0.30798 -0.1510 -0.2170 -0.1038
H -0.18869 -0.33884 2.16757 2.5021 -1.3948 0.6528
H 0.12147 1.45739 0.63061 0.2880 -0.3942 0.1320
H 1.44957 0.58882 2.37275 -0.0330 -1.0063 -0.0836
```
Positions in Å, forces in eV/Å.

The HOMO-LUMO gap (spin up / spin down) is 4.30 / 7.38 eV. The value obtained for the HOMO energy (spin up / spin down) is -13.64 / -16.89 eV. Its total energy is -1189.53098 hartree. The relative energy (zero: lowest compared OMol25 entry of this formula, charge and spin) is 214.8 kJ/mol. Its total charge is +2. Its multiplicity is 9. The molar mass comes out at 267.24 Da.